Formula: C4H12BrNO
Source: the OMol25 dataset
Level of theory: the ωB97M-V functional and the def2-TZVPD basis

Positions of all 19 atoms, in Å:
N -0.51574 -1.26165 0.82044
H 0.76539 0.44093 -2.62441
O 1.59403 -0.21771 -0.86019
H 0.07960 -1.13399 1.65086
C -0.67604 0.07074 0.13138
H 0.11600 -1.85230 0.27229
H -1.35603 -1.74285 1.12730
H 2.06905 -0.74927 -2.77267
H 0.51981 -1.34305 -2.24821
C -1.54686 1.04031 0.89686
Br 1.72649 0.17817 3.41482
H -2.00131 1.71864 0.17455
H -2.35152 0.63144 1.51090
H -1.02451 1.66076 1.62835
C 0.70936 0.62249 -0.16396
H 0.60107 1.59670 -0.65841
H 1.19093 0.95596 0.76104
H -1.08276 -0.14066 -0.85943
C 1.18307 -0.47466 -2.20151

As for the orbital gap: 7.0257 eV. The value obtained for the HOMO energy is -7.289 eV. The calculation puts the LUMO energy at -0.26 eV. As for the total energy: -2863.5720 Eh. The net charge is 0.

Here are the Mulliken charges for atoms 1 to 6, given in e:
1. N -0.19
2. H 0.35
3. O -0.40
4. H 0.14
5. C 0.38
6. H 0.40

***

Formula: C7H19N3
Source: the OMol25 dataset
Level of theory: the ωB97M-V functional and the def2-TZVPD basis

Positions of all 29 atoms, in Å:
N -0.58294 0.25625 -1.53071
H -0.17161 2.50761 0.43549
H -1.12853 1.50117 1.49092
H 2.04655 1.53740 0.69426
H -2.83150 -2.83016 -0.36197
H 1.85133 1.22195 -2.36668
H 3.03846 2.25056 -1.58767
C -0.85390 1.65654 0.45221
C 0.62826 -0.58946 1.99063
H 0.35127 0.34678 2.46465
C -1.96669 -1.23402 0.65124
H 0.01683 -0.40389 -2.00783
H 1.32797 2.65089 -1.47320
H -0.12178 -2.33423 -0.56296
C -0.24748 0.44248 -0.19047
C 0.17920 -0.69182 0.55837
H -1.75445 1.97228 -0.07511
H -1.91696 -1.79816 1.57989
H -1.08357 1.01797 -1.96281
H 1.71435 -0.67798 2.04874
N 0.65616 -1.78979 -0.17002
C 1.90362 0.97292 -0.22618
H -2.31778 -1.59382 -1.32934
H 0.20012 -1.41070 2.56925
H 2.55974 0.10560 -0.24084
C 2.03627 1.81574 -1.46714
N -2.12466 -2.11018 -0.48007
H -2.69704 -0.42484 0.73198
H 1.28876 -2.36709 0.36538

As for the orbital gap: 6.8424 eV. The value obtained for the HOMO energy is -5.889 eV. The calculation puts the LUMO energy at 0.95 eV. As for the total energy: -442.2254 Eh. The net charge is 0.

Here are the Mulliken charges for atoms 1 to 6, given in e:
1. N -0.34
2. H 0.36
3. H 0.40
4. H 0.35
5. H 0.20
6. H 0.26

***

Formula: C15H43Li2O12
Source: the OMol25 dataset
Level of theory: the ωB97M-V functional and the def2-TZVPD basis

Positions of all 72 atoms, in Å:
C -16.74585 -1.91330 -24.91750
H -18.27177 -2.97544 -19.10022
O -14.65237 0.50221 -21.06146
O -13.52597 -2.12343 -21.12729
Li -16.58961 -3.29621 -17.27600
H -17.92738 -1.99417 -13.68749
Li -14.76301 -0.82079 -19.32820
H -19.20649 0.45628 -23.86533
H -12.32526 -0.53285 -21.67434
O -14.31272 -2.19337 -25.06718
H -17.61654 -2.34517 -24.42406
H -17.21798 -2.84553 -26.56702
H -15.13825 -0.57078 -22.58970
H -12.80141 -1.61482 -22.98580
H -21.05263 -0.27497 -21.84116
H -13.86671 0.67704 -22.91666
H -15.19096 -3.86226 -19.79309
H -17.25343 -1.17412 -21.57496
H -20.76968 -4.83519 -15.30708
C -18.67068 -1.36570 -14.17801
H -16.49229 -0.92851 -24.52506
H -15.67858 -3.87009 -24.91353
H -20.68517 -5.87579 -17.05944
O -17.05184 -1.92542 -26.34932
H -20.21598 -0.96508 -24.18247
C -20.12184 0.10872 -24.34433
H -21.46659 1.80640 -23.93092
C -18.53729 -1.35289 -15.67703
O -16.33508 -2.39770 -19.24573
H -18.95454 -3.20411 -16.18747
H -22.39237 0.83837 -21.90842
O -18.22183 -2.60184 -16.33581
C -14.19228 -0.13567 -22.26734
H -19.37006 -0.84354 -16.16197
C -13.14290 -1.13692 -22.06760
C -17.84357 -1.96233 -21.10746
H -16.50348 -5.87340 -19.78531
H -13.68182 -8.15515 -20.30364
H -14.09348 -2.79376 -21.51483
C -15.50951 -2.86083 -24.53812
H -17.63418 -2.87917 -21.65850
C -18.55407 -5.87982 -17.36072
O -19.87015 -4.66562 -15.59638
H -18.92003 -1.81109 -21.18788
H -14.39399 -6.96952 -21.87339
H -18.69325 -6.19924 -18.39353
H -23.23254 0.76126 -23.97084
C -21.37333 0.75002 -23.67902
C -17.64232 -2.21848 -19.56810
C -21.34829 0.71266 -22.19508
H -19.41270 -0.01952 -12.99822
H -18.53125 -6.83548 -16.83701
H -16.40194 -5.36685 -21.34731
H -19.96321 0.27052 -25.41051
H -15.61588 -3.14235 -23.49048
H -15.78410 -7.82449 -21.29908
H -16.64229 -5.81124 -16.99105
C -19.88172 -5.14528 -16.96503
O -17.31518 -5.18361 -17.26473
H -20.72905 1.48176 -21.73341
C -15.74411 -5.71536 -20.55113
H -17.74981 -0.62511 -15.87270
O -14.79912 -4.69479 -20.06689
H -15.05909 1.32549 -21.34147
O -18.79259 -0.03320 -13.73094
C -15.06275 -7.05751 -21.01716
O -14.36592 -7.59385 -19.93144
H -19.59068 -1.89173 -13.92308
O -22.51712 0.13043 -24.07966
H -20.30446 -4.31702 -17.53370
H -18.10714 -1.34247 -19.11572
H -14.49180 -2.11407 -26.00699

As for the orbital gap: 8.4300 eV. The value obtained for the HOMO energy is -11.175 eV. The calculation puts the LUMO energy at -2.75 eV. As for the total energy: -1514.9991 Eh. The net charge is +1.

Here are the Mulliken charges for atoms 1 to 6, given in e:
1. C -0.27
2. H 0.02
3. O -0.53
4. O -0.46
5. Li 0.82
6. H 0.27

***

Across the entries above, ΔE to the lowest compared entry with this formula, charge and spin takes the values 0.000; 4.234; 0.000 eV, respectively.